DFT (ωB97M-V with the def2-TZVPD basis set) results for the molecule C4H8O2.

The value obtained for the LUMO energy is 0.8 eV. As for the energy above the lowest of the compared OMol25 structures with the same formula, charge and spin: 85.6 kcal/mol. The spin multiplicity is 1. Its total charge is 0. Its frontier orbital gap is 10.03 eV. The value obtained for the HOMO energy is -0.33944 Ha. For the largest force on an atom, the calculation gives 3.19 eV/Å. As for the total energy: -307.5761 hartree.

Last column: natural (NBO) charge in e.
Cartesian coordinates (Å):
O: 1.197 -0.912 0.862  -0.719
O: 1.101 1.296 -0.143  -0.756
C: -0.337 -0.485 -1.127  -0.547
C: -0.214 1.473 0.366  -0.078
C: -0.982 0.171 0.073  -0.280
C: -0.163 -1.076 0.225  0.042
H: 1.839 -1.424 0.340  0.491
H: -0.125 1.661 1.437  0.175
H: 0.565 0.393 -1.180  0.331
H: -0.579 -1.997 0.627  0.209
H: -0.887 -1.029 -1.908  0.227
H: -0.724 2.332 -0.101  0.184
H: -2.043 0.148 0.332  0.225
H: 1.399 0.362 0.400  0.494

DFT (ωB97M-V with the def2-TZVPD basis set) results for a cluster of 2 separate species, C4H8O2 in total.

The value obtained for the LUMO energy is -0.6 eV. As for the energy above the lowest of the compared OMol25 structures with the same formula, charge and spin: 127.3 kcal/mol. The spin multiplicity is 1. Its total charge is 0. Its frontier orbital gap is 8.77 eV. The value obtained for the HOMO energy is -0.34312 Ha. For the largest force on an atom, the calculation gives 0.58 eV/Å. As for the total energy: -307.5095 hartree.

Last column: natural (NBO) charge in e.
Cartesian coordinates (Å):
O: 0.366 1.335 -0.271  -0.554
O: 2.820 0.433 0.053  -0.705
C: -0.772 -0.735 0.170  -0.667
C: 0.433 0.145 -0.034  0.568
C: 1.796 -0.507 0.101  -0.162
C: -2.700 0.775 -0.534  -0.324
H: 1.886 -1.249 -0.711  0.191
H: -1.652 -0.462 -0.486  0.232
H: -1.963 1.532 -0.874  0.133
H: -1.078 -0.691 1.221  0.256
H: -0.566 -1.782 -0.077  0.243
H: -2.785 0.998 0.552  0.108
H: 2.391 1.280 -0.155  0.489
H: 1.824 -1.072 1.046  0.192